# 1
The following is a DFT calculation (the ωB97M-V functional and the def2-TZVPD basis) of 2 unconnected molecules or ions with the total composition C21H34BF5N4O8P3 at a distorted geometry.

Element x y z (Å)
P -5.526 -1.672 -1.087
P -0.886 3.819 -2.257
P -4.488 -3.476 -1.745
F 1.747 1.084 1.911
F 0.446 -1.430 0.260
F 0.097 0.491 3.096
F 2.278 -1.170 1.343
F 0.583 -1.842 2.453
O -2.367 -0.638 3.178
O -1.761 -4.584 3.858
O -4.445 -0.386 -1.316
O -4.802 -4.639 -0.899
O -2.469 -6.070 2.452
O -2.881 -3.127 -1.699
O -4.875 -3.912 -3.292
O -5.048 0.478 0.660
N -1.150 3.175 -3.669
N -2.797 -1.989 1.165
N -0.227 2.065 -0.054
N -2.239 -5.671 3.571
C -2.788 0.906 -0.091
C -0.485 1.042 0.819
C 0.535 0.470 1.812
C 1.086 2.748 -0.057
C 5.266 1.903 -2.448
C -3.482 2.387 -1.921
C 6.685 2.493 -2.111
C -1.774 0.447 0.817
C 0.942 -1.044 1.439
C 7.289 1.943 -0.759
C -2.569 -6.592 4.692
C 7.294 3.038 0.363
C -4.191 0.323 -0.156
C 3.532 2.775 -0.755
C 2.228 1.917 -0.731
C -1.918 -3.162 1.452
C -2.446 1.931 -0.998
C 4.111 2.942 -2.210
C -4.084 -2.297 1.900
C -1.138 2.492 -0.950
C -4.259 2.854 -2.718
B -2.304 -0.750 1.796
H -3.635 -6.799 4.643
H -1.823 4.847 -1.937
H 3.242 3.809 -0.448
H 0.424 4.343 -2.290
H -3.823 -2.917 2.787
H -1.148 -3.315 0.674
H 5.102 1.087 -1.712
H -1.489 -3.146 2.490
H -4.768 -2.907 1.285
H -2.564 -4.057 1.424
H 6.702 1.093 -0.357
H 7.383 2.273 -2.939
H -6.616 -1.401 -1.968
H -4.668 -4.866 -3.298
H 1.110 3.730 -0.549
H -1.986 -7.499 4.552
H 6.667 3.599 -2.007
H 6.306 3.155 0.851
H 1.316 3.000 0.999
H -4.613 -1.391 2.241
H 1.903 1.774 -1.788
H 5.242 1.508 -3.482
H 7.569 4.031 -0.041
H 8.307 1.548 -0.950
H -1.702 -1.228 3.567
H 3.305 2.894 -2.969
H -2.312 -6.107 5.628
H -4.983 3.422 -3.294
H -1.938 3.648 -4.108
H 2.341 0.906 -0.307
H 4.572 3.948 -2.292
H 4.319 2.439 -0.060
H -2.541 -3.452 -2.552
H 8.080 2.760 1.094

For the LUMO energy, the calculation gives -4.72 eV. The orbital gap comes out at 6.67 eV. The charge is +1.

Atomic charges from the Löwdin analysis, expressed in e, are listed below: 0.950, 0.790, 0.322, 0.106, 0.181, 0.154, 0.170, 0.178, 0.158, 0.032, -0.300, -0.315, 0.085, -0.182, -0.196, 0.147, -0.278, -0.074, 0.033, -0.417, 0.042, 0.014, -0.310, -0.140, -0.187, -0.094, -0.194, 0.129, -0.497, -0.245, 0.058, -0.116, -0.511, -0.172, -0.140, -0.085, -0.113, -0.187, -0.081, -0.169, 0.187, -0.510, 0.106, 0.041, 0.111, 0.019, 0.094, 0.090, 0.095, 0.062, 0.053, 0.071, 0.092, 0.103, -0.039, 0.080, 0.082, 0.105, 0.095, 0.057, 0.147, 0.086, 0.119, 0.107, 0.069, 0.101, 0.118, 0.103, 0.096, 0.075, -0.024, 0.103, 0.103, 0.103, 0.081, 0.073


# 2
The following is a DFT calculation (the ωB97M-V functional and the def2-TZVPD basis) of a molecular structure, C21H34ClIOP3Tb at a distorted geometry.

Element x y z (Å)
Tb -0.296 0.065 -0.718
I -0.276 0.071 -5.304
Cl -0.318 -1.956 -2.085
P 2.493 -0.038 -0.823
P -0.607 -0.176 2.095
P -3.076 0.008 -0.808
O -0.255 2.623 -6.733
C 1.605 -4.164 3.042
C -3.624 -1.671 -0.279
C 0.799 4.129 3.169
C -0.501 2.606 1.804
C 3.363 1.182 0.204
C -3.577 0.189 -2.555
C 3.027 -1.722 -0.322
C -0.268 0.869 -8.418
C -0.223 -2.925 2.047
C -3.972 1.231 0.190
C -0.158 3.901 2.171
C 2.244 -2.960 3.367
C 0.368 -4.127 2.379
C -1.594 -0.300 3.634
C 3.015 0.158 -2.563
C 1.667 -1.731 3.039
C 1.409 3.046 3.803
C 1.065 1.735 3.478
C 0.114 1.509 2.459
C -0.264 1.451 -7.017
C 0.405 -1.709 2.405
H 2.457 -0.570 -3.177
H -0.140 -5.069 2.143
H -1.182 -2.919 1.506
H -1.274 2.439 1.033
H -3.671 1.105 1.240
H 4.097 0.000 -2.677
H 1.037 5.144 3.485
H -3.678 2.230 -0.157
H 2.509 -2.456 -0.961
H -0.901 -0.293 4.493
H 3.079 2.181 -0.154
H -4.658 0.045 -2.681
H 4.114 -1.841 -0.436
H 2.753 1.181 -2.882
H 3.022 1.057 1.241
H -3.302 1.207 -2.880
H 4.453 1.076 0.160
H 0.622 0.248 -8.576
H 3.199 -2.978 3.891
H -2.163 -1.234 3.622
H 2.218 -0.821 3.270
H 2.141 3.215 4.605
H -5.061 1.127 0.112
H -3.024 -0.548 -3.160
H -3.364 -1.798 0.787
H -0.658 4.754 1.699
H -2.279 0.552 3.698
H 1.517 0.913 4.034
H -3.090 -2.424 -0.883
H 2.056 -5.107 3.319
H -0.264 1.715 -9.128
H 2.740 -1.885 0.732
H -1.163 0.255 -8.575
H -4.709 -1.796 -0.404

For the LUMO energy (alpha / beta), the calculation gives -6.84 / -6.38 eV. The orbital gap (alpha / beta) comes out at 7.23 / 7.69 eV. As for the multiplicity: 7. The charge is +2. The energy relative to the best compared isomer or geometry (same formula, charge and spin) is 0.0 kcal/mol.

Atomic charges from the Löwdin analysis, expressed in e, are listed below: 0.909, 0.737, -0.075, 0.646, 0.870, 0.627, 0.005, -0.032, -0.252, -0.036, -0.138, -0.256, -0.269, -0.242, -0.076, -0.114, -0.264, -0.059, -0.058, -0.054, -0.211, -0.266, -0.107, -0.046, -0.086, -0.395, -0.798, -0.393, 0.022, 0.126, 0.099, 0.072, 0.036, 0.067, 0.125, 0.051, 0.040, 0.076, 0.055, 0.066, 0.069, 0.053, 0.028, 0.054, 0.066, 0.091, 0.121, 0.056, 0.091, 0.128, 0.067, 0.022, 0.033, 0.124, 0.057, 0.100, 0.035, 0.118, 0.103, 0.020, 0.090, 0.067


# 3
The following is a DFT calculation (the ωB97M-V functional and the def2-TZVPD basis) of a molecular structure, C21H34F14LiO18P2 at a distorted geometry.

Element x y z (Å)
P 1.498 -0.251 0.809
P 3.665 -3.794 -2.370
F 1.631 -0.646 -0.774
F 4.563 -4.123 -3.664
F 4.848 -4.309 -1.404
F 2.485 -3.252 -3.311
F 2.790 -3.373 -1.054
F 0.483 -4.621 3.507
F -3.249 -0.788 1.813
F 4.304 -2.286 -2.295
F 0.790 1.119 0.397
F 1.494 0.131 2.364
F 0.046 -0.942 0.902
F 3.008 0.340 0.673
F 3.021 -5.268 -2.372
F 2.111 -1.740 1.139
O 0.273 -2.389 7.272
O -0.129 -3.313 5.252
O 4.596 0.255 -1.559
O -4.167 -3.505 1.344
O -2.075 -2.741 1.471
O -3.696 -0.240 5.029
O -2.460 4.034 -1.431
O 4.092 1.794 -3.104
O -2.815 1.427 3.845
O -1.059 3.681 0.157
O -0.803 0.414 -2.466
O -5.024 1.413 4.260
O -1.598 5.818 -0.347
O -2.524 -0.834 -2.805
O 5.178 2.433 -1.361
O -2.103 0.839 -4.267
O 1.815 -2.328 5.628
O -2.700 -4.545 2.690
C -4.057 -2.454 0.382
C -0.362 4.024 1.340
C -1.713 0.653 4.293
C -3.202 -2.102 -4.783
C 6.197 2.165 -0.391
C 3.340 0.840 -3.873
C -1.698 4.629 -0.506
C -3.634 -1.244 -3.616
C -1.817 0.213 -3.273
C 0.625 -2.657 6.175
C -3.952 0.912 4.366
C 1.985 -3.104 4.448
C 5.637 1.876 0.992
C 0.063 1.541 -2.782
C 0.537 -3.357 4.003
C 4.652 1.383 -1.982
C -4.009 4.004 -3.214
C -2.821 -1.713 0.884
C -2.962 -3.678 1.933
C -2.356 -0.658 4.727
C -3.163 4.894 -2.327
Li 3.722 -1.526 -0.470
H -4.605 3.301 -2.631
H 6.812 1.348 -0.765
H -3.885 -2.775 -0.647
H 0.952 1.287 -2.213
H 2.548 -2.607 3.664
H -2.441 -1.585 -5.364
H -0.415 2.364 -2.250
H 2.787 1.491 -4.547
H -1.039 4.349 2.129
H -0.957 0.481 3.521
H -3.737 5.625 -1.761
H 0.209 1.646 -3.849
H 6.337 2.172 1.770
H -2.402 -1.442 3.980
H 6.774 3.084 -0.322
H 5.368 0.831 1.119
H -3.370 3.377 -3.842
H -4.316 -1.767 -2.947
H 0.293 3.200 1.599
H -1.831 -0.964 5.631
H -2.467 5.440 -2.971
H 3.983 0.167 -4.432
H -4.062 -2.177 -5.461
H -4.638 4.597 -3.876
H -4.138 -0.353 -3.990
H 2.639 0.300 -3.242
H -4.953 -1.847 0.467
H 0.080 -2.668 3.295
H -2.913 -3.127 -4.561
H 0.339 4.856 1.201
H -1.159 1.169 5.082
H -2.237 -1.221 0.113
H 4.720 2.461 1.084
H 2.421 -4.064 4.721

For the LUMO energy, the calculation gives 2.03 eV. The orbital gap comes out at 11.11 eV. The charge is -1.

Atomic charges from the Löwdin analysis, expressed in e, are listed below: 0.171, 0.135, -0.174, -0.148, -0.159, -0.144, -0.205, 0.072, 0.065, -0.223, -0.118, -0.133, -0.132, -0.176, -0.144, -0.193, 0.171, 0.118, 0.072, 0.081, 0.114, 0.067, 0.023, 0.020, 0.058, 0.007, 0.020, 0.154, 0.128, 0.019, 0.045, 0.104, 0.071, 0.190, -0.046, -0.038, -0.118, -0.061, -0.201, -0.009, -0.608, -0.218, -0.607, -0.567, -0.584, -0.042, -0.062, 0.014, -0.287, -0.598, -0.064, -0.289, -0.542, -0.101, -0.221, 0.734, 0.080, 0.127, 0.130, 0.067, 0.129, 0.079, 0.091, 0.093, 0.101, 0.121, 0.123, 0.094, 0.075, 0.110, 0.119, 0.060, 0.069, 0.111, 0.079, 0.125, 0.128, 0.105, 0.081, 0.076, 0.118, 0.081, 0.141, 0.157, 0.078, 0.096, 0.132, 0.155, 0.087, 0.143